# C23H48AuF9N3O8P3

A structure of composition C23H48AuF9N3O8P3 (ωB97M-V/def2-TZVPD, OMol25).

Each line ends with the Mulliken charge.
Cartesian coordinates (Å):
Au  0.793  -2.420  -1.102  0.61
C  -0.960  -0.580  5.163  -1.50
C  -0.613  0.537  4.200  0.79
C  0.677  1.241  4.569  -1.11
O  -0.438  -0.058  2.894  -0.02
P  -1.375  0.202  1.645  -0.03
O  -1.161  -0.820  0.620  -0.60
C  -1.144  1.924  1.150  -0.56
P  0.383  2.272  0.253  -0.48
O  0.565  1.508  -0.984  0.36
O  1.453  2.078  1.395  0.08
C  2.787  1.493  1.226  0.58
C  3.553  2.216  0.135  -1.40
C  2.670  0.004  1.009  -0.12
O  0.347  3.823  -0.095  -0.41
C  0.171  5.001  0.725  0.40
C  -1.301  5.368  0.780  -1.32
C  0.802  4.899  2.101  -1.03
O  -2.861  0.310  2.211  -0.36
C  -3.610  -0.925  2.431  1.01
C  -4.579  -0.642  3.557  -1.58
C  -4.296  -1.329  1.143  -1.51
H  -1.091  -0.185  6.171  0.40
H  -0.157  -1.318  5.174  0.24
H  -1.880  -1.081  4.863  0.32
H  -1.440  1.254  4.154  0.44
H  1.495  0.519  4.585  0.26
H  0.589  1.691  5.559  0.47
H  0.922  2.015  3.844  0.05
H  -1.194  2.549  2.045  0.32
H  -1.980  2.195  0.503  0.64
H  3.251  1.695  2.193  0.34
H  3.100  2.025  -0.838  -0.02
H  4.580  1.850  0.116  0.52
H  3.576  3.293  0.310  0.35
H  2.197  -0.208  0.049  -0.56
H  2.067  -0.466  1.785  -0.25
H  3.657  -0.460  1.021  0.70
H  0.700  5.770  0.160  0.41
H  -1.868  4.662  1.387  0.19
H  -1.725  5.386  -0.224  0.34
H  -1.416  6.358  1.222  0.47
H  0.296  4.166  2.730  0.14
H  0.723  5.872  2.588  0.51
H  1.854  4.625  2.040  0.19
H  -2.899  -1.702  2.728  0.16
H  -5.270  0.151  3.264  0.36
H  -4.055  -0.329  4.460  0.36
H  -5.157  -1.539  3.784  0.39
H  -4.980  -0.540  0.823  0.34
H  -4.872  -2.242  1.303  0.46
H  -3.561  -1.512  0.362  0.24
F  0.822  -3.220  3.150  -0.29
C  0.645  -4.091  2.143  0.56
F  0.429  -5.299  2.695  -0.31
F  -0.471  -3.740  1.508  -0.24
C  1.879  -4.069  1.182  1.39
O  1.949  -2.917  0.486  -0.88
C  3.182  -4.145  2.044  0.36
F  3.457  -2.960  2.596  -0.17
F  4.230  -4.478  1.278  -0.28
F  3.109  -5.040  3.042  -0.27
C  1.825  -5.339  0.268  0.39
F  2.618  -5.187  -0.793  -0.24
F  0.581  -5.553  -0.188  -0.22
F  2.211  -6.456  0.906  -0.27
C  -2.019  1.052  -4.697  -1.22
N  -1.475  0.238  -3.627  0.69
C  -2.088  0.458  -2.324  -0.72
P  -0.166  -0.735  -3.772  0.04
O  -0.264  -1.854  -2.770  -0.89
N  1.226  0.116  -3.674  0.86
C  2.496  -0.517  -3.359  -1.07
C  1.303  1.552  -3.865  -0.81
N  -0.277  -1.308  -5.327  0.42
C  0.918  -1.580  -6.111  -0.98
C  -1.366  -2.245  -5.588  -1.04
H  -1.933  2.118  -4.457  0.36
H  -3.080  0.826  -4.841  0.30
H  -1.493  0.858  -5.628  0.32
H  -1.971  1.506  -2.029  0.30
H  -1.620  -0.168  -1.566  -0.16
H  -3.155  0.222  -2.378  0.41
H  2.392  -1.600  -3.310  0.40
H  2.858  -0.170  -2.386  -0.12
H  3.242  -0.272  -4.123  0.42
H  0.309  1.989  -3.895  0.24
H  1.832  1.796  -4.795  0.29
H  1.825  2.001  -3.021  -0.05
H  1.652  -0.792  -5.964  0.26
H  0.648  -1.602  -7.169  0.35
H  1.375  -2.543  -5.858  0.30
H  -2.239  -1.973  -4.997  0.33
H  -1.087  -3.272  -5.332  0.29
H  -1.634  -2.203  -6.645  0.35

Values from the calculation:
E_LUMO, eV: 0.4604
Frontier orbital gap, eV: 8.80
Energy relative to the best compared isomer or geometry (same formula, charge and spin), eV: 0.0000

---

# C7H9NO

The molecule C7H9NO in a non-equilibrium geometry (ωB97M-V/def2-TZVPD, OMol25).

Each line ends with the Mulliken charge.
Cartesian coordinates (Å):
C  0.209  0.569  1.703  -1.52
C  -0.096  0.221  0.276  1.53
C  1.184  0.722  -1.682  -0.32
C  1.562  -0.497  -1.350  -0.68
C  0.834  -0.928  -0.124  0.41
C  -1.587  -0.001  0.058  -0.73
C  -2.194  -1.153  -0.085  -0.66
H  1.354  0.737  1.830  0.36
H  0.038  -0.333  2.325  0.35
H  -0.235  1.461  2.101  0.42
H  0.906  2.004  -0.191  0.35
H  1.422  1.292  -2.546  0.48
H  2.464  -0.987  -1.724  0.38
H  -2.136  0.966  0.186  0.25
H  -3.194  -1.223  -0.326  0.37
H  -1.591  -2.128  -0.192  0.18
N  0.291  1.329  -0.723  -0.56
O  0.769  -2.049  0.464  -0.62

Values from the calculation:
Structure (SMILES): C=C[C@]1(C)NC=CC1=O
E_LUMO, eV: 0.3798
Frontier orbital gap, eV: 9.65
Energy relative to the best compared isomer or geometry (same formula, charge and spin), eV: 2.3419

---

# C2HO4

The ion C2HO4 with charge -1 in a non-equilibrium geometry (ωB97M-V/def2-TZVPD, OMol25).

Each line ends with the Mulliken charge.
Cartesian coordinates (Å):
C  1.729  -0.341  -0.170  0.37
C  0.452  -0.941  -0.699  0.40
O  1.774  0.852  -0.170  -0.66
O  2.624  -1.161  0.112  -0.72
O  -0.149  -2.099  -0.232  -0.29
O  -0.728  -0.808  0.061  -0.31
H  0.482  -0.883  -1.776  0.22

Values from the calculation:
Structure (SMILES): O=C([O-])C1OO1
E_LUMO, eV: 4.3254
Frontier orbital gap, eV: 8.67
Energy relative to the best compared isomer or geometry (same formula, charge and spin), eV: 4.3098
Net charge: -1

---

# C32H30BrN4O2W

A structure of composition C32H30BrN4O2W (ωB97M-V/def2-TZVPD, OMol25).

Each line ends with the Mulliken spin population.
Cartesian coordinates (Å):
W  -0.230  -0.174  0.959  1.78
C  -2.354  2.318  4.183  0.00
C  -1.983  0.847  4.043  -0.01
C  -0.618  0.560  4.673  0.03
C  -2.066  0.352  2.611  0.00
C  -2.031  -1.034  2.337  0.08
C  -2.358  -1.505  1.061  -0.02
C  -2.416  -0.660  -0.066  -0.01
C  -2.723  -1.177  -1.437  -0.01
C  -2.326  0.726  0.188  0.13
C  -2.300  1.197  1.510  -0.07
H  -2.371  2.584  5.239  0.00
H  -3.342  2.547  3.781  0.00
H  -1.614  2.962  3.701  0.00
H  -2.733  0.246  4.570  0.00
H  0.168  1.103  4.145  -0.01
H  -0.373  -0.504  4.683  0.00
H  -0.622  0.902  5.706  0.00
H  -1.958  -1.729  3.166  0.01
H  -2.587  -2.551  0.939  0.00
H  -3.810  -1.209  -1.549  0.00
H  -2.340  -2.185  -1.591  0.00
H  -2.327  -0.522  -2.210  0.00
H  -2.440  1.426  -0.631  0.02
H  -2.361  2.264  1.674  0.00
Br  1.809  6.552  -1.759  0.00
C  1.321  5.018  -0.821  0.00
C  0.736  5.138  0.448  0.01
C  0.358  4.026  1.185  0.00
C  0.554  2.772  0.634  0.03
O  0.166  1.675  1.327  -0.07
C  1.164  2.623  -0.616  0.03
C  1.597  1.345  -1.027  0.01
N  1.334  0.204  -0.432  -0.05
C  2.183  -0.893  -0.756  -0.02
C  3.470  -0.782  -1.212  -0.01
C  4.185  -1.937  -1.594  0.00
C  3.599  -3.167  -1.515  0.00
C  2.291  -3.301  -0.987  0.00
C  1.631  -4.539  -0.886  0.02
C  0.375  -4.576  -0.343  0.00
C  -0.195  -3.398  0.142  0.02
N  0.377  -2.194  0.075  -0.03
C  1.606  -2.151  -0.549  0.03
C  1.551  3.767  -1.346  0.02
H  0.581  6.127  0.861  0.00
H  -0.077  4.135  2.168  0.00
H  2.278  1.301  -1.873  0.00
H  3.955  0.183  -1.283  0.00
H  5.196  -1.833  -1.961  0.00
H  4.128  -4.054  -1.837  0.00
H  2.115  -5.443  -1.235  0.00
H  -0.179  -5.499  -0.244  0.00
H  -1.131  -3.485  0.659  0.00
H  2.038  3.654  -2.307  0.00
N  5.249  1.305  4.544  0.00
C  4.356  1.316  3.545  0.00
O  4.236  2.213  2.732  0.00
C  3.431  0.118  3.411  0.00
C  3.599  -1.142  3.957  0.02
C  2.677  -2.141  3.652  -0.01
C  1.628  -1.849  2.813  0.04
N  1.456  -0.616  2.279  0.01
C  2.344  0.338  2.583  0.01
H  5.877  2.090  4.630  0.00
H  5.295  0.587  5.245  0.00
H  4.439  -1.377  4.598  0.00
H  2.776  -3.140  4.054  0.00
H  0.898  -2.602  2.553  0.00
H  2.227  1.315  2.141  0.01

Values from the calculation:
Multiplicity: 3
E_LUMO (alpha / beta), eV: -9.6054 / -10.8128
Frontier orbital gap (alpha / beta), eV: 6.58 / 5.39
Expectation value of S²: 2.016
Net charge: +3